No. 1
49
Properties=species:S:1:pos:R:3:mulliken_spin:R:1 method="wB97M-V/def2-TZVPD" s2=6.0083 relative_energy_kj_mol=57.6 energy_ev=-93546.1095 e_homo_ev="-8.071 / -8.183" spin_multiplicity=5 charge=0 lumo_energy_ev="0.104 / 0.100"
Fe 0.587 0.130 0.006 3.794
C 0.106 -2.499 1.382 0.008
C -0.310 -2.877 -0.021 0.007
O -0.221 -1.721 -0.865 0.011
C -1.317 -1.583 -1.764 -0.001
C -2.468 -0.929 -1.028 0.003
O -1.944 0.259 -0.477 0.010
C -2.713 0.874 0.533 0.000
C -1.830 1.927 1.163 -0.006
O -0.637 1.360 1.683 0.023
C -0.810 0.696 2.939 0.006
C -0.197 -0.690 2.916 -0.002
O -0.547 -1.262 1.657 0.020
H 1.186 -2.385 1.464 0.000
H -0.218 -3.274 2.085 -0.001
H -1.344 -3.229 -0.018 -0.002
H 0.339 -3.656 -0.422 0.001
H -1.606 -2.556 -2.165 0.002
H -0.966 -0.959 -2.583 -0.001
H -2.842 -1.580 -0.229 -0.002
H -3.292 -0.716 -1.718 0.001
H -3.022 0.129 1.275 -0.002
H -3.610 1.343 0.109 0.001
H -2.381 2.456 1.946 -0.001
H -1.519 2.643 0.405 -0.002
H -1.878 0.626 3.160 -0.001
H -0.328 1.289 3.719 -0.001
H -0.614 -1.285 3.735 -0.001
H 0.886 -0.642 3.008 0.000
O 3.187 -1.851 2.117 0.002
P 3.278 -0.623 1.059 0.005
O 4.596 0.009 1.093 0.003
O 2.013 0.205 1.345 0.070
O 2.906 -1.423 -0.308 0.010
P 3.119 -0.666 -1.761 -0.006
O 2.047 -1.513 -2.643 0.003
O 4.467 -0.856 -2.303 0.002
O 2.495 0.694 -1.508 0.029
H 4.088 -2.115 2.336 0.000
H 2.561 -2.043 -3.264 0.000
C 1.345 3.425 -1.561 -0.004
Te 0.231 1.789 -2.346 0.017
C -1.615 2.882 -2.446 0.002
H 1.469 4.197 -2.315 0.002
H 2.302 2.995 -1.283 0.000
H 0.834 3.827 -0.688 0.000
H -1.821 3.410 -1.517 -0.001
H -2.416 2.168 -2.635 0.000
H -1.579 3.598 -3.264 0.002

***

No. 2
39
Properties=species:S:1:pos:R:3:nbo_charge:R:1 method="wB97M-V/def2-TZVPD" relative_energy_kj_mol=1639.6 energy_ev=-27024.9542 e_homo_ev=-8.484 charge=0 lumo_energy_ev=-1.035
O 0.950 0.187 -2.412 -0.946
H 0.903 -0.742 -2.636 0.513
H 0.665 0.641 -3.205 0.530
O -0.536 -0.230 -0.142 -0.964
H 0.148 -0.267 0.526 0.436
H -0.176 0.337 -0.824 0.483
O 1.331 1.565 -0.780 -0.948
H 2.215 1.208 -0.867 0.460
H 1.183 1.610 0.164 0.456
O -2.273 1.350 -1.680 -1.016
H -2.765 1.990 -1.165 0.431
H -1.385 1.706 -1.720 0.416
O -0.509 -0.169 3.106 -0.927
H 0.233 -0.152 2.500 0.436
H -0.127 -0.422 3.946 0.456
O -2.557 0.552 1.009 -1.008
H -2.918 0.746 0.144 0.463
H -2.299 -0.368 0.962 0.467
O 1.855 -0.788 -0.599 -0.871
H 1.431 -0.321 -1.318 0.491
H 2.655 -0.290 -0.428 0.466
O -0.202 -2.495 -1.443 -0.951
H -0.099 -3.242 -0.853 0.480
H 0.291 -1.789 -1.025 0.457
O 0.610 1.607 1.231 -0.893
H 1.159 2.210 1.732 0.498
H -0.241 2.042 1.182 0.559
O 1.028 -2.588 1.837 -1.016
H 0.907 -1.728 1.434 0.426
H 0.274 -2.688 2.419 0.454
O -0.491 2.182 -1.903 -0.875
H 0.355 2.038 -1.480 0.475
H -0.284 2.686 -2.689 0.482
O 0.965 -0.661 1.347 -0.857
H 1.321 0.133 1.746 0.497
H 1.419 -0.732 0.508 0.468
O -2.046 -1.662 0.581 -0.965
H -1.471 -2.416 0.714 0.461
H -1.516 -1.041 0.082 0.476

***

No. 3
57
Properties=species:S:1:pos:R:3:lowdin_charge:R:1 method="wB97M-V/def2-TZVPD" relative_energy_kj_mol=0.0 energy_ev=-50322.0701 e_homo_ev=-17.286 charge=+3 lumo_energy_ev=-9.038
La -0.988 -1.085 -0.894 2.142
C 2.421 -3.664 -1.725 0.028
C 2.171 -2.978 -0.431 -0.326
N 1.167 -2.149 -0.141 -0.023
C 1.329 -1.819 1.205 -0.159
C 2.444 -2.436 1.698 -0.028
N 2.945 -3.155 0.646 0.213
C 3.222 -2.531 2.991 -0.456
O 2.740 -1.952 4.066 0.187
O 4.259 -3.127 2.945 0.168
C 0.396 -0.922 1.919 -0.549
O 0.456 -0.679 3.096 0.144
O -0.538 -0.410 1.108 -0.356
H 1.741 -3.310 -2.496 0.079
H 2.278 -4.739 -1.604 0.109
H 3.443 -3.492 -2.064 0.105
H 3.785 -3.718 0.742 0.198
H 1.864 -1.534 3.916 0.097
C -4.347 -4.398 0.891 0.052
N -4.606 -3.151 0.140 -0.016
C -5.877 -2.720 -0.106 0.032
C -6.106 -1.593 -0.815 0.045
C -4.980 -0.867 -1.292 -0.336
N -3.721 -1.275 -1.023 0.055
C -3.561 -2.430 -0.325 -0.521
O -2.377 -2.841 -0.099 -0.191
N -5.161 0.235 -2.009 0.207
H -5.305 -4.790 1.214 0.108
H -3.726 -4.171 1.752 0.112
H -3.851 -5.110 0.236 0.113
H -6.666 -3.338 0.298 0.157
H -7.114 -1.263 -1.012 0.137
H -6.092 0.548 -2.237 0.142
H -4.399 0.745 -2.416 0.120
C 1.578 4.943 -1.060 -0.090
N 2.691 3.923 -1.393 -0.065
C 3.470 3.637 -0.086 -0.088
N 2.588 3.199 0.930 -0.137
C 1.555 4.200 1.190 -0.124
N 0.760 4.462 -0.008 -0.141
C -0.066 3.320 -0.397 -0.305
P 0.958 1.828 -0.802 0.973
C 2.130 2.659 -1.984 -0.250
C 2.041 1.865 0.695 -0.297
H 1.015 5.109 -1.979 0.151
H 2.096 5.857 -0.767 0.157
H 3.329 4.347 -2.069 0.190
H 3.941 4.581 0.186 0.157
H 4.228 2.892 -0.328 0.151
H 2.034 5.127 1.506 0.152
H 0.905 3.853 1.992 0.150
H -0.687 3.598 -1.251 0.101
H -0.735 3.075 0.432 0.106
H 1.634 2.920 -2.921 0.108
H 2.975 2.010 -2.221 0.108
H 2.860 1.148 0.592 0.108
H 1.453 1.566 1.566 0.097